Entry 1:
DFT (ωB97M-V with the def2-TZVPD basis set) results for C23H19BN5O6S2V as an isolated structure at a distorted geometry.

Atoms and positions in Å:
1 V 0.99 -0.85 0.01
2 C -0.88 0.41 -0.76
3 C -1.66 0.85 0.31
4 C -1.33 2.02 0.97
5 C -0.20 2.74 0.58
6 C 0.58 2.32 -0.49
7 C 0.23 1.16 -1.18
8 H -1.21 -0.43 -1.36
9 H -2.53 0.28 0.61
10 H -1.93 2.37 1.80
11 H 0.06 3.65 1.11
12 H 1.43 2.90 -0.81
13 H 0.73 0.91 -2.11
14 B 5.09 -0.69 1.68
15 C 3.76 -0.54 0.96
16 N 2.71 -0.43 0.45
17 H 5.34 0.44 2.09
18 H 5.92 -1.11 0.92
19 H 4.83 -1.43 2.61
20 O 0.37 -0.79 -3.77
21 C 0.83 -1.70 -3.14
22 N 1.54 -1.56 -1.94
23 S 1.73 -2.98 -1.22
24 O 3.04 -3.33 -0.80
25 O 0.75 -2.81 -0.06
26 C 1.08 -4.00 -2.48
27 C 1.01 -5.38 -2.56
28 C 0.49 -5.90 -3.74
29 C 0.07 -5.06 -4.77
30 C 0.16 -3.68 -4.66
31 C 0.67 -3.16 -3.50
32 H 1.34 -6.02 -1.75
33 H 0.41 -6.97 -3.85
34 H -0.32 -5.50 -5.68
35 H -0.16 -3.02 -5.46
36 O 1.92 2.76 7.69
37 S 1.06 2.19 8.72
38 O 1.69 1.97 10.00
39 O -0.28 2.73 8.76
40 C 0.71 0.53 8.08
41 N 0.39 -0.47 8.92
42 C 0.04 -1.63 8.38
43 C 0.02 -1.84 7.01
44 C 0.37 -0.76 6.23
45 N 0.72 0.40 6.75
46 C 0.40 -0.78 4.74
47 C -0.08 -1.82 3.96
48 C -0.05 -1.71 2.59
49 N 0.50 -0.66 1.95
50 C 0.98 0.35 2.72
51 C 0.93 0.34 4.08
52 H -0.22 -2.42 9.07
53 H -0.26 -2.81 6.60
54 H -0.52 -2.70 4.40
55 H -0.45 -2.50 1.98
56 H 1.43 1.18 2.19
57 H 1.31 1.16 4.67

Calculated values
- E_HOMO (spin up / spin down): -7.284 / -7.284 eV
- Energy relative to the best compared isomer or geometry (same formula, charge and spin): 26.3 kcal/mol
- Multiplicity: 3
- Expectation value of S²: 2.01
- Frontier orbital gap (spin up / spin down): 4.06 / 4.69 eV

***

Entry 2:
DFT (ωB97M-V with the def2-TZVPD basis set) results for C13H23BeBr2N2Se as an isolated structure.

Atoms and positions in Å:
1 Be -0.33 -0.06 -1.51
2 Br 2.62 0.39 -3.47
3 C 2.41 2.28 -3.13
4 Br 0.69 2.96 -3.65
5 H 3.15 2.80 -3.73
6 H 2.54 2.45 -2.07
7 N -1.61 0.46 -2.50
8 C -2.07 -0.45 -3.60
9 C -1.85 -1.91 -3.23
10 C -0.37 -2.26 -3.13
11 N 0.26 -1.58 -1.96
12 H -2.38 0.69 -1.87
13 H -1.31 1.36 -2.87
14 H -1.49 -0.19 -4.49
15 H -3.12 -0.25 -3.82
16 H -2.32 -2.54 -3.97
17 H -2.34 -2.13 -2.28
18 H 0.16 -1.92 -4.02
19 H -0.22 -3.34 -3.06
20 H 1.26 -1.43 -2.12
21 H 0.23 -2.18 -1.14
22 C 0.04 -0.36 5.76
23 C 0.16 -0.01 4.30
24 C -0.81 0.76 3.66
25 C -0.71 1.10 2.32
26 C -1.81 1.92 1.69
27 C 0.40 0.65 1.60
28 Se 0.61 1.24 -0.23
29 C 1.39 -0.12 2.20
30 C 2.62 -0.64 1.50
31 C 1.25 -0.44 3.55
32 H -0.87 0.05 6.19
33 H 0.89 0.04 6.32
34 H 0.03 -1.44 5.90
35 H -1.67 1.10 4.23
36 H -2.54 2.21 2.45
37 H -2.33 1.36 0.92
38 H -1.42 2.82 1.23
39 H 2.63 -0.40 0.44
40 H 2.69 -1.73 1.61
41 H 3.52 -0.22 1.94
42 H 2.01 -1.04 4.03

Calculated values
- E_HOMO: -10.906 eV
- Net charge: +1
- Frontier orbital gap: 8.06 eV

***

Entry 3:
DFT (ωB97M-V with the def2-TZVPD basis set) results for an isolated ion of composition C14H28NO3 and charge +1 at a distorted geometry.

Atoms and positions in Å:
1 C 3.69 0.72 1.84
2 C 4.09 0.39 0.28
3 C 3.85 -1.17 -0.18
4 C 2.46 -1.85 0.34
5 C 1.62 -2.40 -0.98
6 C 0.36 -3.39 -0.56
7 C -1.01 -2.48 -0.71
8 N -2.34 -3.04 -0.23
9 C -2.92 -2.17 0.90
10 C -2.09 -0.80 0.54
11 C -2.07 0.45 1.60
12 C -2.20 1.83 0.67
13 O -1.80 3.05 1.40
14 C -1.05 3.85 0.39
15 O 0.27 4.08 0.59
16 C -1.72 4.55 -0.95
17 C -1.78 3.57 -2.27
18 O -0.76 -1.41 0.31
19 H 3.20 -0.16 2.43
20 H 4.61 1.15 2.45
21 H 2.90 1.61 1.81
22 H 3.60 1.13 -0.51
23 H 5.26 0.59 0.19
24 H 4.77 -1.89 0.05
25 H 3.79 -1.15 -1.37
26 H 2.63 -2.71 1.13
27 H 1.77 -1.05 0.85
28 H 1.15 -1.43 -1.48
29 H 2.34 -2.87 -1.77
30 H 0.48 -3.84 0.51
31 H 0.40 -4.29 -1.35
32 H -1.15 -1.82 -1.69
33 H -2.47 -4.07 -0.18
34 H -2.99 -2.79 -1.03
35 H -4.03 -2.03 0.54
36 H -2.71 -2.71 1.93
37 H -2.38 -0.30 -0.49
38 H -2.89 0.38 2.43
39 H -1.01 0.50 2.12
40 H -1.42 1.68 -0.22
41 H -3.28 1.96 0.20
42 H -1.06 5.48 -1.26
43 H -2.79 4.97 -0.64
44 H -2.81 2.96 -2.23
45 H -0.89 2.79 -2.15
46 H -1.62 4.13 -3.28

Calculated values
- E_HOMO: -12.573 eV
- Net charge: +1
- SMILES: CCCCCC[C@H]1[NH2+]C[C@@H](CCOC(=O)CC)O1
- Energy relative to the best compared isomer or geometry (same formula, charge and spin): 179.8 kcal/mol
- Frontier orbital gap: 9.11 eV

***

| no. | calculated total energy (eV) |
| --- | --- |
| 1 | -91926.70099 |
| 2 | -222664.69299 |
| 3 | -22589.91978 |